Arrangement one

{"formula": "C45H30Cl3N12O2SeZr", "method": "wB97M-V/def2-TZVPD", "lumo_energy_ev": -3.11, "total_charge": 1, "symbols": ["Zr", "C", "C", "N", "C", "C", "C", "C", "C", "C", "C", "N", "C", "C", "C", "C", "C", "C", "C", "C", "N", "C", "H", "H", "H", "H", "H", "H", "H", "H", "H", "H", "H", "H", "C", "N", "C", "N", "C", "N", "C", "C", "C", "C", "C", "C", "C", "N", "N", "C", "O", "C", "C", "C", "C", "C", "C", "N", "C", "N", "C", "N", "C", "H", "H", "H", "H", "H", "H", "H", "H", "H", "H", "H", "H", "H", "H", "H", "H", "Cl", "C", "C", "C", "Cl", "C", "O", "C", "Cl", "C", "H", "H", "Se", "C", "N"], "coordinates": [[1.4792, 0.8092, 0.6653], [-1.1316, -1.4381, 4.0086], [-0.0964, -1.3630, 3.0597], [0.6126, -0.2816, 2.8281], [0.3336, 0.8250, 3.5896], [-0.7173, 0.8678, 4.5209], [-1.4567, -0.3184, 4.7164], [-0.9869, 2.0653, 5.2250], [-0.2106, 3.1610, 4.9951], [0.8594, 3.1145, 4.0733], [1.1459, 1.9708, 3.3754], [2.1505, 1.8336, 2.3993], [3.4000, 2.4358, 2.5923], [3.9168, 2.9073, 3.7703], [5.2121, 3.4789, 3.8108], [5.9803, 3.5814, 2.6886], [5.4780, 3.0815, 1.4614], [6.1792, 3.1381, 0.2353], [5.6036, 2.6406, -0.8970], [4.3280, 2.0510, -0.8164], [3.6627, 1.9567, 0.3104], [4.2062, 2.4960, 1.4357], [-1.6573, -2.3728, 4.1464], [0.1288, -2.2400, 2.4757], [-2.2668, -0.3273, 5.4366], [-1.8035, 2.0941, 5.9350], [-0.4084, 4.0848, 5.5230], [1.4574, 4.0010, 3.9076], [3.3411, 2.8439, 4.6831], [5.5893, 3.8438, 4.7570], [6.9641, 4.0311, 2.7198], [7.1649, 3.5875, 0.2070], [6.1039, 2.6872, -1.8539], [3.8390, 1.6611, -1.6994], [-4.3061, 0.5713, 1.8384], [-2.9470, 1.0557, 1.5727], [-1.8972, 0.4024, 1.1012], [-0.8572, 1.2188, 1.0320], [-1.3688, 2.4144, 1.4733], [-2.6272, 2.3533, 1.8140], [-5.2251, 0.6946, 0.6539], [-6.3230, 1.5431, 0.6825], [-7.1647, 1.6332, -0.4213], [-6.9052, 0.8915, -1.5613], [-5.7988, 0.0477, -1.5919], [-4.9721, -0.0541, -0.4844], [-5.4821, -0.7263, -2.7935], [-6.1670, -0.9152, -3.8598], [-5.3719, -1.7229, -4.6913], [-4.2874, -1.9367, -4.0415], [-4.2756, -1.3437, -2.8242], [-3.0889, -2.6789, -4.4395], [-3.0409, -3.2882, -5.6829], [-1.8834, -3.9500, -6.0672], [-0.7877, -3.9870, -5.2221], [-0.8350, -3.3784, -3.9690], [0.4286, -3.4502, -3.1451], [0.3908, -2.8533, -1.8057], [0.0786, -1.6258, -1.4137], [0.3790, -1.4641, -0.1223], [0.9266, -2.6782, 0.1991], [0.9537, -3.5434, -0.7770], [-1.9930, -2.7322, -3.5794], [-4.6692, 1.1653, 2.6733], [-4.2132, -0.4640, 2.1676], [-1.8935, -0.6425, 0.8392], [-0.7904, 3.3186, 1.5386], [-6.5233, 2.1394, 1.5650], [-8.0199, 2.2950, -0.3937], [-7.5435, 0.9611, -2.4322], [-4.1194, -0.7219, -0.5244], [-3.9007, -3.2327, -6.3373], [-1.8337, -4.4321, -7.0343], [0.1166, -4.4947, -5.5396], [1.2394, -2.9658, -3.6914], [0.7188, -4.4833, -2.9705], [-0.3253, -0.8573, -2.0585], [1.3520, -2.9188, 1.1587], [-2.0688, -2.2545, -2.6133], [6.0526, -4.2049, -2.0277], [4.9478, -2.9051, -1.7333], [4.7325, -2.4752, -0.4371], [3.8419, -1.4390, -0.2494], [3.4750, -0.8738, 1.3787], [3.1465, -0.8100, -1.2765], [2.2625, 0.1503, -1.0385], [3.4068, -1.2723, -2.5673], [2.5908, -0.5105, -3.8868], [4.2932, -2.3075, -2.8010], [5.2414, -2.9384, 0.3967], [4.4789, -2.6422, -3.8122], [1.0436, 3.1136, -0.7249], [-0.1401, 2.0340, -1.6201], [-0.8523, 1.2639, -2.1076]], "mulliken_charge": [-0.21, -1.17, 0.03, 0.16, 0.65, 1.16, -0.75, -1.11, -1.02, -0.23, -0.42, 0.68, 0.13, -0.63, -0.96, -0.93, 0.85, -0.79, -1.32, -0.33, 0.47, -0.23, 0.51, 0.23, 0.49, 0.46, 0.43, 0.73, 0.63, 0.41, 0.44, 0.46, 0.47, 0.70, -1.48, 1.35, -1.18, 1.33, -1.04, -0.99, 1.07, -0.79, -0.68, -1.02, -0.08, 0.21, 0.66, -0.52, -0.49, 0.64, -0.22, -0.20, -1.00, -0.68, -0.97, 0.63, -0.61, 1.00, -1.19, 0.59, -0.89, -1.05, -0.01, 0.47, 0.33, 0.77, 0.50, 0.41, 0.41, 0.53, 0.40, 0.53, 0.41, 0.48, 0.27, 0.50, 0.84, 0.59, 0.89, -0.20, 0.20, -0.63, 1.21, -0.21, -1.16, 0.62, 0.33, -0.13, -0.52, 0.52, 0.55, -0.07, 0.35, -0.61]}

=====

Arrangement two

{"formula": "C45H30Cl3N12O2SeZr", "method": "wB97M-V/def2-TZVPD", "lumo_energy_ev": -3.48, "total_charge": 1, "symbols": ["Zr", "C", "C", "N", "C", "C", "C", "C", "C", "C", "C", "N", "C", "C", "C", "C", "C", "C", "C", "C", "N", "C", "H", "H", "H", "H", "H", "H", "H", "H", "H", "H", "H", "H", "C", "N", "C", "N", "C", "N", "C", "C", "C", "C", "C", "C", "C", "N", "N", "C", "O", "C", "C", "C", "C", "C", "C", "N", "C", "N", "C", "N", "C", "H", "H", "H", "H", "H", "H", "H", "H", "H", "H", "H", "H", "H", "H", "H", "H", "Cl", "C", "C", "C", "Cl", "C", "O", "C", "Cl", "C", "H", "H", "Se", "C", "N"], "coordinates": [[0.9446, -0.3616, 1.6690], [0.3095, 3.8524, 3.4769], [0.3390, 2.4534, 3.3699], [1.1261, 1.8305, 2.5200], [1.9681, 2.5614, 1.7367], [1.9573, 3.9654, 1.7222], [1.0942, 4.6018, 2.6398], [2.7964, 4.6362, 0.8001], [3.5787, 3.9065, -0.0497], [3.6147, 2.4929, -0.0053], [2.8503, 1.8137, 0.9113], [2.7903, 0.4303, 1.1110], [3.9532, -0.3542, 1.1938], [5.2551, 0.0619, 1.1102], [6.3132, -0.8691, 1.1867], [6.0792, -2.2018, 1.3474], [4.7482, -2.6589, 1.4957], [4.4053, -4.0054, 1.7121], [3.0940, -4.3588, 1.8885], [2.1185, -3.3645, 1.8607], [2.3949, -2.0859, 1.6597], [3.6987, -1.7273, 1.4459], [-0.3417, 4.3173, 4.2030], [-0.2981, 1.8294, 3.9867], [1.0651, 5.6839, 2.6789], [2.7975, 5.7178, 0.7702], [4.2010, 4.4146, -0.7743], [4.2394, 1.9411, -0.6969], [5.4928, 1.1041, 0.9662], [7.3275, -0.5075, 1.0873], [6.8910, -2.9162, 1.3728], [5.1872, -4.7543, 1.7312], [2.8005, -5.3864, 2.0437], [1.0766, -3.6211, 2.0113], [-4.1954, 2.4676, 0.8827], [-2.8151, 2.0095, 0.7798], [-2.2440, 0.9429, 1.3257], [-0.9757, 0.8759, 0.9413], [-0.8379, 1.9607, 0.1182], [-1.9295, 2.6649, 0.0007], [-5.0680, 2.0317, -0.2737], [-6.4492, 2.1149, -0.1328], [-7.2804, 1.7933, -1.1955], [-6.7453, 1.3780, -2.4043], [-5.3656, 1.2818, -2.5411], [-4.5292, 1.6103, -1.4778], [-4.7801, 0.8461, -3.8059], [-5.3367, 0.7271, -4.9592], [-4.3520, 0.2802, -5.8272], [-3.2731, 0.1661, -5.1322], [-3.4668, 0.5096, -3.8317], [-1.9537, -0.3036, -5.5425], [-1.6828, -0.5407, -6.8847], [-0.4400, -1.0367, -7.2442], [0.5156, -1.3082, -6.2767], [0.2481, -1.0683, -4.9328], [1.3150, -1.3790, -3.9133], [0.7954, -1.4370, -2.5535], [1.1801, -0.7448, -1.4973], [0.5350, -1.2013, -0.4141], [-0.2260, -2.2235, -0.9187], [-0.0973, -2.3843, -2.2006], [-0.9864, -0.5554, -4.5735], [-4.1498, 3.5548, 0.9409], [-4.5918, 2.0957, 1.8272], [-2.7526, 0.2565, 1.9833], [0.0785, 2.2226, -0.3883], [-6.8799, 2.4389, 0.8079], [-8.3532, 1.8643, -1.0785], [-7.3805, 1.1243, -3.2420], [-3.4588, 1.5550, -1.6198], [-2.4459, -0.3452, -7.6257], [-0.2183, -1.2279, -8.2854], [1.4761, -1.7177, -6.5670], [2.1208, -0.6441, -3.9084], [1.7762, -2.3464, -4.1133], [1.9604, 0.0034, -1.5359], [-0.8725, -2.8560, -0.3363], [-1.2278, -0.3781, -3.5342], [-2.7863, -4.0159, 7.0546], [-1.7900, -3.0547, 6.0265], [-1.9873, -3.1019, 4.6559], [-1.1694, -2.3178, 3.8684], [-1.3521, -2.2880, 2.1278], [-0.1657, -1.4997, 4.3719], [0.5981, -0.7810, 3.5539], [-0.0069, -1.4730, 5.7597], [1.2107, -0.4531, 6.4285], [-0.8088, -2.2436, 6.5818], [-2.7535, -3.7287, 4.2226], [-0.6666, -2.2118, 7.6527], [4.5792, -0.9048, -2.3690], [3.6239, -2.2985, -1.7055], [2.9667, -3.1469, -1.2524]], "mulliken_charge": [-0.06, -1.10, -0.15, 0.05, 0.28, 1.07, -0.69, -0.96, -1.13, -0.06, -0.35, 1.07, 0.01, -0.58, -0.94, -1.05, 1.15, -0.72, -1.01, -0.07, 0.47, -0.13, 0.46, 0.49, 0.49, 0.46, 0.43, 0.58, 0.67, 0.40, 0.45, 0.47, 0.44, 0.46, -1.50, 0.69, -0.55, 0.95, -0.98, -0.85, 1.25, -0.95, -0.57, -1.00, -0.08, -0.25, 0.51, -0.49, -0.48, 0.61, -0.24, -0.13, -1.01, -0.64, -0.91, 0.70, -0.96, 1.46, -2.17, 1.71, -0.89, -0.82, -0.26, 0.32, 0.46, 0.60, 0.70, 0.46, 0.41, 0.53, 0.80, 0.53, 0.41, 0.50, 0.25, 0.56, 1.01, 0.49, 0.75, -0.18, 0.32, -0.96, 1.14, -0.07, -1.17, -0.02, 0.54, -0.19, -0.58, 0.52, 0.47, -0.31, 0.23, -0.57]}

=====

What are the relative energies? In kcal/mol: arrangement one 0.0; arrangement two 10.2.